The following is a quantum chemistry calculation of 21 unconnected molecules or ions with the total composition C30H63Cl40N7PS in a non-equilibrium geometry, from the OMol25 dataset.

Last column: Mulliken charge in e.
Cartesian coordinates (Å):
C 5.950 0.275 -4.730  -0.759
N 4.573 -0.208 -4.402  -0.167
C 4.326 -1.597 -4.874  -0.587
C 3.067 -1.770 -5.832  -0.302
C 1.696 -2.331 -5.413  0.225
C 1.168 -2.824 -3.977  0.623
C 0.240 -1.593 -3.431  -0.519
C -1.287 -2.011 -3.187  -0.009
C -2.182 -2.087 -4.516  -0.624
N -1.831 -1.074 -5.560  0.023
C -2.107 0.307 -5.128  -0.080
N -1.156 1.201 -5.401  -0.505
N -3.360 0.779 -4.471  -0.500
N 0.776 -2.400 -6.534  0.255
C 1.531 -1.850 -7.622  -0.066
P 0.579 -1.782 -9.249  0.154
N -1.011 -1.966 -8.992  -0.656
N 2.865 -1.476 -7.248  0.023
S 4.040 -0.795 -8.321  -0.149
H 6.398 -0.222 -5.663  0.250
H 6.630 -0.031 -3.855  0.261
H 6.002 1.412 -4.805  0.274
H 3.838 0.441 -4.708  0.128
H 5.276 -2.083 -5.325  0.363
H 4.100 -2.231 -3.931  0.196
H 2.119 -2.955 -3.333  0.414
H 0.556 -3.782 -4.036  -0.776
H 0.350 -0.697 -4.131  0.279
H 0.731 -1.282 -2.430  0.261
H -1.296 -3.066 -2.716  -0.149
H -1.752 -1.235 -2.490  0.289
H -3.289 -2.014 -4.236  0.034
H -2.053 -3.123 -5.017  0.466
H -2.507 -1.253 -6.336  0.327
H -1.530 2.103 -5.061  0.197
H -3.687 1.564 -5.073  0.321
H -3.041 1.260 -3.603  0.240
H -0.189 -2.760 -6.532  0.458
H 0.973 -2.830 -10.161  0.153
H 0.716 -0.469 -9.851  0.140
H -1.365 -2.778 -9.519  0.223
H 3.928 0.577 -8.134  0.212
C 0.881 3.835 -3.128  -0.138
Cl 1.959 2.791 -4.064  -0.089
Cl -0.684 3.059 -2.853  -0.101
H 1.340 4.046 -2.163  -0.033
H 0.725 4.764 -3.676  0.380
C 0.981 3.000 1.102  0.725
Cl 1.384 4.518 0.290  -0.185
Cl 1.484 1.607 0.136  -0.147
H 1.492 2.967 2.064  -0.215
H -0.101 2.958 1.254  -0.185
C 4.119 4.304 3.487  0.150
Cl 4.093 2.662 2.828  -0.147
Cl 2.507 5.030 3.455  -0.143
H 4.470 4.267 4.516  -0.277
H 4.792 4.913 2.889  0.415
C -5.662 -0.703 -2.402  -0.229
Cl -7.369 -1.160 -2.354  -0.154
Cl -4.676 -1.811 -1.439  -0.063
H -5.318 -0.728 -3.435  0.209
H -5.554 0.305 -2.003  0.234
C -5.328 -1.548 2.479  0.439
Cl -4.938 -0.509 3.856  -0.075
Cl -6.960 -1.228 1.878  -0.170
H -4.613 -1.358 1.680  0.090
H -5.264 -2.589 2.793  -0.269
C 7.022 6.100 5.573  -0.273
Cl 6.442 4.608 6.325  -0.148
Cl 5.895 6.680 4.341  -0.116
H 7.129 6.865 6.342  0.252
H 7.988 5.908 5.107  0.323
C 10.012 -0.417 -3.674  -0.317
Cl 8.690 -1.288 -4.462  -0.110
Cl 9.927 1.315 -4.014  -0.145
H 9.945 -0.571 -2.598  0.270
H 10.960 -0.804 -4.044  0.315
C 3.334 2.120 6.712  -0.044
Cl 3.685 0.534 7.408  -0.182
Cl 2.056 2.016 5.494  -0.102
H 3.012 2.792 7.506  0.323
H 4.238 2.509 6.243  -0.021
C -3.403 -5.266 1.628  0.139
Cl -2.468 -4.259 0.516  -0.108
Cl -3.181 -4.742 3.301  -0.119
H -4.460 -5.192 1.369  -0.296
H -3.073 -6.300 1.534  0.336
C 4.241 10.469 5.238  -0.177
Cl 2.534 10.009 5.209  -0.162
Cl 5.193 9.329 6.195  -0.122
H 4.622 10.479 4.218  0.277
H 4.333 11.461 5.676  0.177
C -2.579 0.934 6.939  -0.172
Cl -2.185 1.968 8.316  -0.151
Cl -4.212 1.258 6.342  -0.202
H -1.866 1.124 6.138  0.241
H -2.516 -0.109 7.249  0.249
C -6.365 -5.653 5.007  -0.327
Cl -6.308 -4.916 3.401  -0.088
Cl -5.440 -7.159 5.053  -0.152
H -5.945 -4.957 5.731  0.212
H -7.403 -5.868 5.260  0.350
C -0.763 -6.463 -4.149  0.372
Cl -0.091 -5.892 -5.684  -0.159
Cl -1.780 -5.227 -3.396  -0.078
H -1.366 -7.351 -4.336  0.401
H 0.056 -6.708 -3.470  -0.493
C -6.506 -7.661 0.446  0.466
Cl -6.138 -6.175 -0.440  -0.115
Cl -6.030 -9.091 -0.478  -0.184
H -5.963 -7.653 1.391  0.173
H -7.578 -7.703 0.636  -0.313
C 0.974 6.390 7.029  -0.366
Cl -0.568 6.375 7.892  -0.155
Cl 1.492 4.750 6.616  0.012
H 0.861 6.965 6.111  0.223
H 1.730 6.851 7.663  0.269
C -2.526 4.747 -0.073  0.011
Cl -1.901 4.004 1.405  -0.161
Cl -3.530 6.153 0.294  -0.159
H -1.687 5.062 -0.691  0.111
H -3.126 4.014 -0.610  0.182
C -4.631 -0.872 9.148  0.230
Cl -6.142 -0.863 10.065  -0.170
Cl -4.121 -2.523 8.771  -0.162
H -4.779 -0.327 8.217  -0.120
H -3.855 -0.388 9.740  0.242
C -10.895 -7.070 1.697  -0.260
Cl -10.659 -5.963 0.340  -0.139
Cl -9.513 -8.158 1.882  -0.148
H -11.012 -6.490 2.610  0.261
H -11.790 -7.663 1.518  0.294
C 7.927 12.597 5.840  -0.269
Cl 7.898 10.954 5.185  -0.118
Cl 6.318 13.329 5.811  -0.153
H 8.280 12.560 6.870  0.264
H 8.602 13.205 5.240  0.294
C 2.110 -8.820 -2.547  -0.282
Cl 2.778 -8.249 -4.080  -0.138
Cl 1.092 -7.584 -1.795  -0.143
H 1.508 -9.708 -2.732  0.273
H 2.929 -9.062 -1.871  0.316

Atomic forces in eV per Å
0.7209 -0.0326 0.8328
0.3181 -0.1046 -1.4293
-0.5067 -0.7807 0.3020
-4.4974 -1.6176 0.2929
1.2753 -0.3552 -0.4035
0.7246 1.6116 -1.0030
0.6576 -0.2607 0.7597
0.2699 0.2026 -0.4373
-0.1961 -1.0773 0.3498
-1.8982 0.7645 0.8269
3.1091 2.7269 -1.0705
-2.9691 -2.5375 0.7672
0.8390 0.0113 -0.3039
6.7439 2.4742 -0.4301
-0.2514 -0.5532 1.4031
-3.3562 -0.1024 -0.4505
1.8979 -0.3034 0.0017
-3.0240 -0.9594 2.1160
-0.0884 0.1705 -0.0915
-0.7515 0.8783 1.0765
-1.0676 0.6370 -1.4245
-0.2355 -1.5495 -0.0134
0.5347 -0.5171 0.1055
-1.5679 0.9660 0.4173
0.0915 0.7313 -1.7297
-1.7818 0.0483 -0.9249
1.0732 1.2294 -0.1481
-0.3489 -1.2050 0.9427
-1.0655 -0.4002 -1.5131
-0.1147 2.1831 -0.4303
0.5835 -1.1736 -0.7613
1.4382 -0.1666 -0.1265
-0.1248 1.6454 0.7758
0.8360 0.1917 0.4556
0.5059 -0.3851 -0.3376
0.1074 -0.8894 0.5433
-0.3900 -0.6036 -0.6643
0.4414 0.5730 -0.2989
0.8143 0.9303 0.5932
0.9597 -0.9332 0.6122
0.2740 0.3781 0.4773
-0.4183 -1.0424 0.3188
0.2601 0.2967 0.0269
0.0436 0.0434 -0.0176
-0.0830 0.1671 0.3174
-0.1226 -0.2386 -0.1700
-0.0579 -0.2440 -0.0336
-0.0813 -0.3934 0.3721
-0.1141 0.0868 0.0552
0.0229 -0.0730 -0.0258
0.1188 0.0584 -0.2723
0.8872 -0.1435 -0.3437
0.0028 -0.0528 -0.0157
0.2053 -0.0619 -0.1290
0.1701 0.2293 -0.0369
-0.1689 -0.0493 -0.1733
-0.2335 -0.2477 -0.0048
-0.1079 0.1679 -0.2078
0.0224 0.0726 -0.0272
0.1849 -0.0143 0.0294
-0.0261 -0.0533 0.2033
-0.0568 -0.2077 0.0490
0.1801 -0.1785 -0.1412
0.0748 -0.1840 -0.1304
0.0275 -0.0874 -0.0933
-0.1610 0.0763 0.1007
-0.0723 0.2624 0.0369
0.2166 0.2115 -0.0067
0.1005 -0.0346 0.1239
0.3401 0.1895 -0.0044
-0.1585 -0.1241 -0.0926
-0.2193 -0.0608 0.0167
0.2866 -0.0447 0.1806
0.4616 -0.3716 0.0019
0.0427 -0.0213 0.0481
-0.1108 0.0643 -0.1894
-0.2026 0.0949 -0.0544
0.1522 0.0667 0.1288
0.0794 0.0557 0.0301
-0.0014 -0.2775 0.0146
-0.0311 -0.2041 -0.1138
-0.1379 -0.1682 -0.0328
-0.2333 -0.1937 0.1111
-0.0052 0.0253 -0.1726
0.4814 -0.0127 -0.0279
0.2664 0.0974 0.0621
0.0592 0.2009 0.0321
0.0702 0.1834 -0.1379
-0.0484 0.0358 -0.0611
-0.1911 0.0987 0.2882
-0.0663 -0.1137 0.1629
-0.0586 -0.2525 0.0237
0.2305 -0.1357 -0.0686
0.0694 -0.0616 -0.0050
0.0519 0.1572 0.0070
-0.1586 0.0733 0.1262
-0.0815 0.1567 -0.0007
-0.0263 0.0685 0.2896
-0.7359 -0.0401 -0.0535
-0.0575 -0.0255 0.0558
0.0476 -0.1015 -0.1897
0.1678 -0.0241 -0.1641
-0.0443 -0.2666 0.1204
0.0454 -0.0205 -0.2125
-0.0775 -0.6451 0.0567
0.0204 0.2173 -0.0867
-0.4150 0.3358 -0.5548
-0.1080 -0.0420 0.2180
-0.0529 0.1190 -0.0124
-0.0020 -0.0559 0.0658
0.0071 0.0176 -0.1766
0.4007 0.0869 -0.2653
0.1763 0.2674 0.0597
0.0165 0.0756 -0.0135
-0.2129 0.4177 0.1736
-0.0334 -0.1836 0.0980
-0.1474 -0.1288 -0.0431
-0.0288 0.0879 -0.3003
-0.8948 0.3210 0.0926
0.0226 -0.0477 -0.0947
-0.0674 -0.0170 0.2195
0.0375 0.0927 0.2048
0.0368 0.2722 0.0008
0.0362 0.0887 -0.0227
0.1321 -0.0225 -0.0936
-0.1150 -0.2186 0.1989
-0.1346 -0.1684 -0.0004
-0.2950 0.1294 0.0726
-0.0487 0.0021 0.0551
-0.2799 -0.1642 0.2881
0.1481 -0.0666 -0.1645
0.2231 0.0306 -0.0640
0.2959 0.0773 0.0797
0.2546 0.1350 -0.0655
0.0581 0.1449 0.0397
-0.1706 -0.0673 -0.1448
-0.2037 -0.1096 0.0058
0.1413 -0.3281 0.0232
-0.0037 -0.0517 -0.0073
0.3034 -0.2572 0.7021
0.0225 0.2205 -0.0250
-0.1202 0.1748 -0.1014

Properties
calculated total energy	-563571.8765	eV
charge	+1
HOMO energy	-0.41247	Ha
E_LUMO	-3.35	eV